1.
Density functional theory data (ωB97M-V/def2-TZVPD) for C14H48CsN12O14S as an isolated structure at a distorted geometry.

Computed properties:
Energy = -2691.06258 Eh
Expectation value of S² = 0.76
Total charge = 0
Multiplicity = 2

Cartesian coordinates (Å):
Cs -1.5304 -1.2108 3.3226
S -0.0829 -0.4417 0.0653
O -0.5305 0.5088 1.1345
O 1.3324 -0.6981 0.1689
O -0.8698 -1.6229 0.2588
O -0.3212 0.0983 -1.2890
C 2.5503 -1.9819 3.1550
O 3.0942 -2.2578 4.2111
N 2.5168 -2.6720 2.0225
N 1.7939 -0.8970 2.9254
H 3.1788 -3.4314 1.9509
H 2.0517 -2.2314 1.2417
H 1.4924 -0.6510 1.9934
H 1.6792 -0.2495 3.6921
C 2.1895 3.0294 2.2671
O 1.4291 3.1453 3.2025
N 1.7895 2.4172 1.1848
N 3.3954 3.5106 2.2589
H 0.9455 1.8651 1.1304
H 2.4818 2.2072 0.4801
H 3.7006 3.8767 3.1493
H 3.9602 3.5802 1.4244
C -2.2829 2.5832 -2.5537
O -2.7084 3.6531 -3.0245
N -2.4402 2.0186 -1.3602
N -1.4990 1.8151 -3.2552
H -1.8137 1.2515 -1.1624
H -2.8905 2.6008 -0.6686
H -0.9408 1.1765 -2.7068
H -1.2024 2.1494 -4.1609
C -2.7159 -2.0388 -2.7022
O -3.6353 -2.4704 -3.3773
N -2.4545 -2.5106 -1.5641
N -1.9441 -1.0657 -2.9792
H -3.0924 -3.2014 -1.1956
H -1.7820 -2.1203 -0.9194
H -2.2471 -0.3830 -3.6590
H -1.3491 -0.8102 -2.2041
C 2.2726 -2.5129 -2.5531
O 2.6673 -3.4160 -3.3196
N 1.4882 -1.5448 -2.9315
N 2.6242 -2.4476 -1.2626
H 1.2182 -1.5196 -3.9044
H 0.9518 -1.0555 -2.2294
H 3.1139 -3.1593 -0.7394
H 2.0728 -1.7753 -0.7487
C 2.0441 2.6772 -2.5054
O 2.9064 3.2346 -3.1242
N 1.3134 3.2194 -1.5892
N 1.7086 1.4475 -2.7767
H 1.4979 4.1740 -1.3159
H 0.6015 2.6493 -1.1553
H 0.9558 0.9713 -2.3007
H 2.2262 0.9770 -3.5052
C -1.1922 -6.2204 1.3658
C -0.7836 -4.9227 0.7613
O -1.5787 -3.8659 1.1711
H -0.3106 -6.8468 1.5017
H -1.9403 -6.7783 0.8027
H -1.4963 -6.0899 2.4043
H -0.7578 -4.8859 -0.3277
H 0.1979 -4.6380 1.1405
H -1.2811 -3.0656 0.7323
C -4.3136 -0.4807 0.4269
C -5.3060 0.6458 0.8206
O -6.6497 0.3567 0.3827
H -4.6456 -1.4295 0.8485
H -3.2988 -0.2323 0.7377
H -4.2217 -0.4749 -0.6592
H -5.1021 1.6018 0.3383
H -5.3251 0.7163 1.9082
H -7.0153 -0.4475 0.7584
C -1.9505 4.5164 0.6988
C -2.0468 3.5415 1.8769
O -2.5116 2.3060 1.4306
H -2.8432 4.4830 0.0743
H -1.1572 4.2148 0.0149
H -1.6544 5.4977 1.0697
H -2.8799 3.9119 2.4743
H -1.0971 3.4512 2.4042
H -1.7267 1.7654 1.3154
C 5.6377 0.6059 1.1034
C 4.2550 0.0361 0.7740
O 3.6320 0.7277 -0.2513
H 6.1098 -0.1553 1.7245
H 5.4068 1.4625 1.7367
H 6.2803 0.8212 0.2497
H 3.5966 0.0359 1.6427
H 4.3039 -0.9641 0.3435
H 2.7548 0.3399 -0.2928

***

2.
Density functional theory data (ωB97M-V/def2-TZVPD) for C5H8O2 as an isolated structure.

Computed properties:
Total charge = 0
Multiplicity = 1
Relative energy (zero: lowest compared OMol25 entry of this formula, charge and spin) = 97.3 kcal/mol

Cartesian coordinates (Å):
C -0.5633 -1.5804 0.7159
C -0.1469 -0.5645 -0.3199
O -0.8895 -0.7552 -1.4789
C -0.7043 1.1270 0.4703
O -0.0339 2.1791 0.1493
C 1.1760 -0.1632 -0.4542
C 1.9776 0.8128 -0.5020
H -1.6127 -1.4216 0.9891
H 0.0592 -1.5034 1.6109
H -0.4677 -2.5879 0.2990
H -0.6100 -0.0894 -2.1229
H -0.6802 0.8061 1.5273
H -1.6806 1.0013 -0.0161
H 1.1595 1.7380 -0.1454
H 3.0168 1.0013 -0.7223

***

3.
Density functional theory data (ωB97M-V/def2-TZVPD) for one molecule with the formula C4H8N2 at a distorted geometry.

Computed properties:
Structure (SMILES) = CN[C@@H](C)C#N
Total charge = 0
Multiplicity = 1
Relative energy (zero: lowest compared OMol25 entry of this formula, charge and spin) = 19.3 kcal/mol

Cartesian coordinates (Å):
C 1.9043 -0.0657 0.1876
N 0.5331 -0.3892 0.4872
C -0.5058 0.2169 -0.3223
C -1.6520 -0.8192 -0.3251
C -0.7692 1.6285 0.1086
N -0.7878 2.7388 0.4408
H 2.1015 -0.3684 -0.8470
H 2.5320 -0.6780 0.8402
H 2.1680 0.9943 0.3113
H 0.2997 -0.2498 1.4651
H -0.1437 0.3436 -1.3522
H -1.5843 -1.3815 -1.2625
H -1.4333 -1.5387 0.4733
H -2.6624 -0.4313 -0.2050

***

4.
Density functional theory data (ωB97M-V/def2-TZVPD) for a 11-piece molecular cluster, H22O11 overall at a distorted geometry.

Computed properties:
Structure (SMILES) = O.O.O.O.O.O.O.O.O.O.O
Total charge = 0
Multiplicity = 1
Relative energy (zero: lowest compared OMol25 entry of this formula, charge and spin) = 125.6 kcal/mol

Cartesian coordinates (Å):
H 0.4182 0.5054 -0.8390
H -0.5381 -0.6886 -1.2743
H -0.9130 3.3170 0.5979
H -1.2552 2.2632 -0.2778
H 4.3259 -1.5114 -1.1374
H 4.3647 -1.2260 0.3544
H 1.0340 -2.4403 -1.5572
H -0.0183 -2.3161 -0.4879
H -5.8264 -0.3574 -0.7871
H -4.7494 -1.2854 -0.1767
H 3.2650 3.1311 1.3889
H 2.6112 1.8972 0.7777
H -3.6576 -2.3490 0.5509
H -5.0333 -2.8761 0.1973
H -1.2316 5.2962 -1.4385
H -1.4083 3.8754 -1.9211
H -3.2060 1.2263 2.9730
H -3.2927 -0.1386 2.4331
H 2.9895 -3.7467 0.3738
H 3.2278 -3.0858 1.5781
H 3.1139 0.3942 -0.6532
H 4.4293 0.3811 -1.3532
O -0.5190 0.2316 -0.9871
O -0.9991 2.3466 0.5764
O 4.9314 -1.4747 -0.3445
O 0.9411 -2.6309 -0.6078
O -5.0975 -0.8721 -0.9796
O 3.1888 2.1909 1.5577
O -4.0858 -2.9185 0.0054
O -1.0576 4.3929 -1.1462
O -2.6259 0.5270 2.5363
O 2.6753 -2.9944 0.7808
O 3.9988 0.9359 -0.7133

***

5.
Density functional theory data (ωB97M-V/def2-TZVPD) for one molecule with the formula C6H10O.

Computed properties:
Total charge = 0
Multiplicity = 1
Relative energy (zero: lowest compared OMol25 entry of this formula, charge and spin) = 64.4 kcal/mol

Cartesian coordinates (Å):
C -1.3490 1.5830 0.0211
C -1.2098 0.1608 0.5733
C 0.1808 -0.0935 1.1220
O 0.3093 -1.3726 1.8212
C 1.3896 -1.7906 1.1681
C 1.0913 -0.9967 -1.2043
C 1.3657 -0.5587 0.2414
H -0.6587 1.7712 -0.8107
H -1.1461 2.3294 0.7985
H -2.3668 1.7532 -0.3446
H -1.4518 -0.5749 -0.2036
H -1.9239 0.0133 1.3949
H 0.4529 0.6994 1.8309
H 0.3563 -1.8008 -1.2195
H 2.0195 -1.3836 -1.6452
H 0.7354 -0.1579 -1.8101
H 2.2513 0.0839 0.2849

***

6.
Density functional theory data (ωB97M-V/def2-TZVPD) for a 2-piece molecular cluster, C17H31ClN2O3P overall at a distorted geometry.

Computed properties:
Total charge = +1
Multiplicity = 1
Relative energy (zero: lowest compared OMol25 entry of this formula, charge and spin) = 62.5 kcal/mol

Cartesian coordinates (Å):
C -0.2112 1.2503 3.6069
C -0.4892 2.7599 3.2257
C -0.5039 3.0525 1.6877
O -1.8376 3.0180 1.0780
C -2.2397 1.7167 1.0284
C -1.5639 0.7459 0.1493
C -2.0478 -0.6366 0.2060
C -1.3378 -1.7256 -0.6606
C -1.0180 -1.2671 -2.1283
C 0.3876 -0.6070 -2.3474
C 0.5196 -0.3426 -3.9256
C 1.6159 -1.4918 -1.9164
C 2.8917 -0.5363 -1.9094
C 3.9282 -0.9470 -0.8201
C 3.9043 -0.4981 0.4984
C 4.1038 0.9779 0.9317
C 3.7005 -1.6058 1.6099
N -3.0551 -1.0516 0.9952
N -3.6111 -0.1404 1.7478
P -4.9274 -0.7709 2.8381
O -6.3573 -0.3118 2.0921
Cl -4.8099 0.3524 4.6302
C -3.3306 1.1800 1.8649
H 0.1896 1.1436 4.6447
H -1.1816 0.6726 3.5985
H 0.4332 0.7276 2.8487
H -1.3896 3.1583 3.7534
H 0.3815 3.3410 3.6422
H -0.1658 4.1166 1.5620
H 0.2502 2.4274 1.1510
H -0.7438 1.1356 -0.4792
H -0.4102 -2.0072 -0.1077
H -1.9964 -2.6344 -0.7003
H -1.0321 -2.1986 -2.7613
H -1.8098 -0.6076 -2.5844
H 0.5243 0.3965 -1.8752
H 1.5611 -0.5005 -4.2817
H -0.2540 -0.9217 -4.4868
H 0.2732 0.7453 -4.0856
H 1.8202 -2.2984 -2.6608
H 1.5065 -1.9737 -0.9104
H 3.3419 -0.5450 -2.9405
H 2.6275 0.5383 -1.7121
H 4.7700 -1.6184 -1.1340
H 5.1853 1.1857 1.1539
H 3.7562 1.7307 0.1778
H 3.5391 1.1977 1.8791
H 4.6252 -2.2479 1.5869
H 2.8066 -2.1940 1.2814
H 3.5484 -1.1487 2.6171
H -7.0405 -0.5499 2.7569
H -3.8582 1.8720 2.5533
O -1.4599 -2.0168 -5.9797
H -1.2387 -2.5007 -6.7839
H -2.2709 -1.5467 -6.2054